A cluster of 2 separate species, C4H10N2OS in total in a non-equilibrium geometry, computed with ωB97M-V with the def2-TZVPD basis set.

Properties
Charge = +1
DFT total energy = -740.897242 hartree
2S+1 = 2
ΔE to the lowest compared entry with this formula, charge and spin = 385.2 kJ/mol

XYZ file:
```
18
Properties=species:S:1:pos:R:3:nbo_charge:R:1
N -1.54 0.57 2.46 -1.073
C -0.03 0.41 -0.49 -0.056
C -0.69 1.70 -0.72 -0.708
S -2.38 1.96 -0.17 0.225
C 0.51 -0.36 -1.55 0.481
N 0.95 -1.66 -1.20 -0.308
C 1.90 -1.71 -0.04 -0.451
O 0.65 0.05 -2.70 -0.199
H -1.82 1.17 1.67 0.324
H -2.10 -0.27 2.37 0.368
H -1.77 1.04 3.32 0.385
H -0.43 -0.20 0.32 0.248
H -0.10 2.49 -0.24 0.300
H -0.68 1.97 -1.79 0.285
H 1.40 -2.02 -2.04 0.416
H 1.75 -2.69 0.41 0.268
H 1.47 -1.05 0.73 0.240
H 2.89 -1.41 -0.34 0.255
```